Computed, not measured: C5H7NO in the gas phase in a non-equilibrium geometry, with ωB97M-V/def2-TZVPD.

As for the HOMO energy (alpha / beta): -8.45 / -7.64 eV. The value obtained for the HOMO-LUMO gap (alpha / beta) is 0.3284 / 0.2491 Ha. As for the total charge: 0. As for the energy above the lowest of the compared OMol25 structures with the same formula, charge and spin: 445.5 kJ/mol. The value obtained for the total energy is -324.55477 hartree.

Each line ends with the Mulliken charge.
CARTESIAN COORDINATES (ANGSTROEM)
O -0.37283 2.40623 0.26717  -0.423
N 0.72913 -2.76154 1.66997  -0.472
C 0.56112 -1.96709 0.81953  0.185
C 0.13711 -0.95124 -0.06287  0.462
C 0.93168 0.38678 -0.04619  -0.902
C -1.10866 -0.93101 -0.83651  -0.904
C 0.40114 1.53619 0.86181  -0.250
H 0.86361 0.90765 -0.98554  0.503
H 1.98245 0.07018 0.39691  0.284
H -0.91852 -1.49617 -1.81240  0.278
H -1.18529 0.23592 -1.22196  0.219
H -0.12088 2.53544 -0.68172  0.329
H 0.09469 1.23384 1.86801  0.373
H -1.99474 -1.20519 -0.23621  0.318

Cartesian forces (eV/Å) of the 3 atoms listed first:
-1.27 1.85 -1.55
0.15 1.05 -1.46
-0.90 -0.64 1.10

Computed, not measured: C5H7NO in the gas phase in a non-equilibrium geometry, with ωB97M-V/def2-TZVPD.

As for the HOMO energy: -8.63 eV. The value obtained for the HOMO-LUMO gap is 0.3486 Ha. As for the total charge: 0. The structure (SMILES) is C=NCCC=C=O. As for the energy above the lowest of the compared OMol25 structures with the same formula, charge and spin: 237.3 kJ/mol. The value obtained for the total energy is -324.63409 hartree.

Each line ends with the Mulliken charge.
CARTESIAN COORDINATES (ANGSTROEM)
O -1.34295 0.12722 2.32004  -0.431
N -0.44747 0.98516 -0.86340  -0.398
C -0.59921 1.70177 0.16894  -0.573
C -0.88476 -0.42761 1.39391  0.725
C 0.84106 0.33000 -0.96176  -0.501
C 0.59548 -1.14245 -0.56982  -0.360
C -0.49658 -1.26444 0.45955  -0.676
H 1.57697 0.78162 -0.27529  0.283
H 1.22674 0.40331 -1.98333  0.331
H -1.59101 2.05004 0.44987  0.366
H -0.95878 -2.22234 0.65216  0.315
H 0.23550 1.99261 0.82190  0.348
H 0.33784 -1.72381 -1.46102  0.280
H 1.50716 -1.59107 -0.15175  0.290

Cartesian forces (eV/Å) of the 3 atoms listed first:
0.30 -0.06 -0.71
0.09 0.51 0.33
0.00 0.57 -0.64